# 1
{"formula": "C4H10N2", "method": "ωB97M-V with the def2-TZVPD basis set", "relative_energy_kj_mol": 367.9, "smiles": "CN/C(C)=C\\N", "homo_energy_ev": -6.9212, "symbols": ["C", "N", "C", "C", "C", "N", "H", "H", "H", "H", "H", "H", "H", "H", "H", "H"], "positions_angstrom": [[1.728, -1.165, 0.681], [0.723, -0.721, -0.271], [0.006, 0.380, -0.264], [0.185, 1.534, 0.660], [-1.002, 0.227, -1.313], [-2.233, -0.433, -0.892], [1.861, -0.461, 1.504], [1.418, -2.121, 1.108], [2.684, -1.310, 0.174], [0.132, -1.056, -1.252], [-0.627, 1.540, 1.393], [1.137, 1.548, 1.194], [0.095, 2.456, 0.081], [-1.231, 1.142, -1.862], [-2.246, -1.442, -0.930], [-2.630, -0.118, -0.010]], "nbo_charge": [-0.43, -0.55, 0.39, -0.70, -0.47, -0.85, 0.20, 0.21, 0.21, 0.42, 0.24, 0.21, 0.25, 0.17, 0.35, 0.33]}

# 2
{"formula": "C4H10N2", "method": "ωB97M-V with the def2-TZVPD basis set", "relative_energy_kj_mol": 146.3, "s_squared": 2.01, "homo_energy_ev": [-4.7314, -9.3444], "multiplicity": 3, "symbols": ["C", "C", "C", "C", "N", "N", "H", "H", "H", "H", "H", "H", "H", "H", "H", "H"], "positions_angstrom": [[-1.140, -1.395, 0.557], [-0.777, -0.306, -0.172], [-1.658, 0.736, -0.654], [1.162, 0.991, 0.516], [1.477, -1.159, -0.515], [0.702, 0.021, -0.487], [-0.254, -1.973, 0.731], [-2.203, -1.495, 0.857], [-2.451, 0.865, -0.030], [-1.948, 0.634, -1.682], [-1.022, 1.619, -0.702], [0.792, 1.943, 0.399], [0.866, 0.760, 1.592], [2.202, 1.210, 0.272], [1.933, -1.374, 0.393], [2.321, -1.078, -1.077]], "lowdin_spin": [0.82, 0.72, 0.11, 0.04, 0.02, 0.11, 0.05, 0.05, 0.01, 0.04, 0.01, 0.00, 0.00, 0.00, 0.00, 0.00]}

# 3
{"formula": "C4H10N2", "method": "ωB97M-V with the def2-TZVPD basis set", "total_charge": 1, "relative_energy_kj_mol": 431.6, "s_squared": 0.76, "homo_energy_ev": [-13.0778, -13.0729], "multiplicity": 2, "symbols": ["C", "C", "N", "H", "H", "H", "H", "H", "C", "C", "N", "H", "H", "H", "H", "H"], "positions_angstrom": [[1.587, 0.374, 0.778], [3.097, -0.221, -0.833], [2.032, 0.412, -0.603], [0.847, 1.140, 1.044], [1.103, -0.522, 1.190], [2.423, 0.550, 1.471], [3.369, -0.345, -1.883], [3.821, -0.590, -0.101], [-2.859, 0.074, 0.836], [-1.670, -0.382, -1.308], [-2.618, -0.600, -0.507], [-3.590, -0.537, 1.343], [-1.879, 0.129, 1.303], [-3.156, 1.101, 0.619], [-1.824, 0.265, -2.178], [-0.682, -0.850, -1.170]], "lowdin_spin": [0.00, 0.00, 0.00, 0.00, 0.00, 0.00, 0.00, 0.00, 0.06, 0.09, 0.73, 0.00, 0.02, 0.02, 0.04, 0.04]}